{
  "formula": "C27H38I2N10O2Pd",
  "method": "ωB97M-V/def2-TZVPD",
  "elements": ["Pd", "C", "C", "N", "C", "C", "C", "O", "C", "C", "N", "C", "C", "C", "C", "C", "C", "I", "C", "O", "H", "H", "H", "H", "H", "H", "H", "H", "H", "H", "H", "H", "C", "N", "C", "N", "C", "N", "C", "N", "C", "C", "H", "H", "H", "H", "H", "H", "H", "H", "H", "H", "H", "H", "I", "C", "H", "H", "C", "N", "C", "N", "C", "N", "C", "N", "C", "C", "H", "H", "H", "H", "H", "H", "H", "H", "H", "H", "H", "H"],
  "xyz": [[-0.258, -0.577, 0.577], [-0.536, -0.092, -4.308], [0.778, -0.548, -3.786], [1.748, -0.798, -4.633], [2.910, -1.233, -4.163], [3.201, -1.443, -2.798], [4.587, -1.948, -2.445], [4.536, -3.128, -1.665], [2.229, -1.161, -1.846], [2.618, -1.296, -0.442], [2.005, -0.895, 0.612], [2.739, -0.944, 1.837], [4.138, -0.888, 1.835], [4.865, -0.954, 3.008], [4.212, -1.054, 4.227], [2.829, -1.048, 4.261], [2.102, -0.976, 3.081], [0.029, -0.860, 3.320], [0.944, -0.715, -2.337], [-0.066, -0.475, -1.634], [-0.485, -0.008, -5.389], [-0.816, 0.870, -3.875], [-1.323, -0.796, -4.029], [3.682, -1.435, -4.897], [5.114, -1.193, -1.854], [5.167, -2.085, -3.358], [4.595, -3.908, -2.228], [3.579, -1.786, -0.329], [4.680, -0.758, 0.909], [5.944, -0.912, 2.969], [4.772, -1.105, 5.150], [2.317, -1.089, 5.213], [-2.916, -2.105, 1.135], [-2.504, -0.758, 0.595], [-3.228, 0.257, 1.427], [-4.656, 0.075, 1.392], [-4.985, -1.253, 1.908], [-4.343, -2.290, 1.101], [-4.809, -2.171, -0.282], [-4.482, -0.853, -0.829], [-3.053, -0.668, -0.801], [-5.115, 0.172, 0.004], [-2.554, -2.188, 2.162], [-2.443, -2.879, 0.533], [-2.992, 1.249, 1.045], [-2.869, 0.175, 2.457], [-6.065, -1.394, 1.883], [-4.649, -1.336, 2.943], [-5.889, -2.315, -0.310], [-4.340, -2.945, -0.892], [-2.797, 0.309, -1.212], [-2.566, -1.437, -1.404], [-6.196, 0.044, -0.026], [-4.871, 1.161, -0.391], [0.287, -4.212, 1.256], [-0.063, -3.204, -0.471], [-1.045, -3.268, -0.915], [0.781, -3.068, -1.126], [-0.337, 2.431, 1.752], [-0.002, 1.690, 0.486], [1.440, 2.004, 0.190], [1.672, 3.420, 0.060], [1.297, 4.083, 1.312], [-0.114, 3.848, 1.617], [-0.930, 4.372, 0.521], [-0.577, 3.721, -0.743], [-0.806, 2.305, -0.625], [0.840, 3.953, -1.019], [0.298, 2.040, 2.547], [-1.380, 2.241, 2.005], [1.712, 1.504, -0.740], [2.046, 1.612, 1.007], [1.474, 5.154, 1.220], [1.913, 3.697, 2.126], [-0.770, 5.445, 0.432], [-1.985, 4.196, 0.738], [-0.532, 1.803, -1.552], [-1.861, 2.128, -0.424], [1.019, 5.023, -1.117], [1.110, 3.468, -1.960]],
  "forces_ev_per_a": [[0.239, 0.307, 0.154], [0.009, -0.007, 0.017], [-0.092, 0.046, -0.178], [-0.161, 0.083, -0.227], [0.073, -0.067, 0.083], [-0.024, 0.019, 0.276], [0.043, 0.012, 0.056], [-0.018, -0.050, -0.008], [0.079, -0.004, -0.229], [0.058, -0.048, 0.222], [-0.180, -0.048, -0.268], [-0.054, 0.043, 0.068], [-0.007, 0.002, 0.088], [0.007, -0.007, 0.017], [0.016, 0.003, -0.020], [-0.074, 0.004, 0.003], [0.200, -0.006, -0.029], [-0.077, -0.014, -0.023], [-0.126, 0.018, 0.047], [0.123, 0.010, 0.103], [0.003, -0.004, -0.005], [0.013, 0.011, 0.007], [-0.006, -0.014, 0.001], [-0.021, 0.016, -0.041], [-0.003, 0.001, -0.039], [-0.015, -0.023, -0.012], [0.024, 0.032, 0.004], [-0.005, 0.029, 0.093], [-0.027, 0.014, -0.023], [0.007, 0.003, -0.002], [0.001, -0.001, 0.011], [-0.017, 0.001, 0.006], [-0.035, -0.039, -0.007], [0.076, -0.073, -0.032], [-0.026, 0.034, -0.001], [-0.050, 0.129, 0.101], [0.006, -0.008, -0.004], [-0.010, -0.164, 0.066], [0.000, 0.014, 0.026], [-0.038, 0.016, -0.170], [-0.033, -0.030, -0.009], [0.023, 0.014, 0.003], [-0.002, 0.015, -0.004], [0.002, 0.039, 0.015], [0.036, 0.031, -0.032], [0.000, -0.002, -0.015], [0.007, 0.006, -0.006], [0.005, 0.001, 0.001], [0.009, 0.005, -0.003], [0.004, 0.000, -0.003], [0.008, 0.005, 0.015], [0.005, 0.003, 0.013], [0.006, -0.006, 0.003], [-0.008, -0.003, -0.001], [-0.018, 0.060, -0.189], [-0.007, -0.259, -0.019], [-0.008, -0.078, 0.038], [0.054, -0.111, 0.019], [0.003, -0.024, 0.054], [0.102, 0.083, -0.007], [0.011, 0.040, 0.005], [0.136, 0.002, -0.023], [0.005, -0.018, 0.008], [-0.040, 0.057, 0.126], [-0.004, -0.018, 0.012], [-0.086, 0.038, -0.123], [-0.043, -0.045, -0.026], [0.009, 0.013, 0.010], [-0.013, -0.012, -0.007], [0.004, -0.006, -0.018], [-0.006, -0.017, -0.012], [-0.012, -0.019, 0.008], [-0.008, -0.008, -0.009], [-0.001, 0.000, -0.002], [0.010, -0.007, -0.002], [0.000, 0.001, -0.002], [-0.013, 0.011, 0.014], [-0.046, -0.021, 0.038], [-0.003, -0.007, 0.003], [-0.002, -0.005, -0.003]],
  "lowdin_spin": [1.402, 0.028, 0.191, -0.017, 0.236, 0.051, 0.002, 0.001, 0.080, -0.006, 0.108, 0.005, 0.009, -0.001, 0.010, 0.003, 0.014, 0.116, 0.105, 0.328, 0.000, 0.010, 0.010, 0.010, 0.001, 0.000, 0.000, 0.001, 0.000, 0.000, 0.000, 0.002, 0.006, 0.095, 0.002, 0.005, 0.001, 0.008, 0.001, 0.005, 0.003, 0.000, 0.000, 0.001, 0.000, 0.000, 0.000, 0.000, 0.000, 0.000, 0.000, 0.001, 0.000, 0.000, 0.248, 0.653, 0.031, 0.030, 0.004, 0.163, 0.003, 0.010, 0.001, 0.011, 0.001, 0.011, 0.006, 0.001, 0.000, 0.000, 0.000, 0.000, 0.001, 0.000, 0.001, 0.000, 0.001, 0.000, 0.001, 0.000],
  "orbital_gap_ev": [7.1, 5.2],
  "lumo_energy_ev": [-6.61, -8.68],
  "homo_energy_ha": [-0.503, -0.510],
  "total_charge": 2,
  "total_energy_ha": -2472.29189,
  "spin_multiplicity": 5,
  "de_lowest_kcal_mol": 0.0,
  "s_squared": 6.045
}

=====

{
  "formula": "C21H60O25P6",
  "method": "ωB97M-V/def2-TZVPD",
  "elements": ["C", "O", "P", "O", "O", "C", "O", "C", "H", "H", "H", "H", "H", "H", "H", "H", "H", "C", "O", "P", "O", "O", "C", "O", "C", "H", "H", "H", "H", "H", "H", "H", "H", "H", "C", "O", "P", "O", "O", "C", "O", "C", "H", "H", "H", "H", "H", "H", "H", "H", "H", "C", "O", "P", "O", "O", "C", "O", "C", "H", "H", "H", "H", "H", "H", "H", "H", "H", "C", "O", "P", "O", "O", "C", "O", "C", "H", "H", "H", "H", "H", "H", "H", "H", "H", "C", "O", "P", "O", "O", "C", "O", "C", "H", "H", "H", "H", "H", "H", "H", "H", "H", "C", "C", "C", "O", "H", "H", "H", "H", "H", "H"],
  "xyz": [[-0.274, -3.986, 0.343], [-0.697, -5.014, 1.327], [-0.573, -6.510, 0.722], [-0.127, -6.479, -0.686], [0.682, -7.216, 1.537], [1.605, -8.030, 0.882], [-1.745, -7.442, 0.931], [-1.840, -8.755, 0.280], [-0.371, -3.041, 0.823], [-1.075, -3.920, -0.331], [0.630, -4.169, -0.116], [1.150, -8.948, 0.812], [2.543, -8.186, 1.484], [1.973, -7.655, 0.020], [-3.023, -8.683, -0.039], [-1.462, -9.543, 0.927], [-1.274, -8.684, -0.579], [-3.389, -1.255, -5.546], [-2.728, -1.701, -4.296], [-1.177, -1.992, -4.142], [-0.449, -0.808, -4.795], [-0.860, -1.955, -2.491], [0.523, -1.672, -2.223], [-0.688, -3.175, -4.984], [0.082, -4.247, -4.381], [-3.813, -2.161, -5.956], [-2.436, -1.050, -6.041], [-4.050, -0.417, -5.723], [0.730, -1.440, -1.175], [0.967, -0.837, -2.767], [1.147, -2.658, -2.546], [-0.003, -5.096, -4.996], [-0.380, -4.554, -3.310], [1.176, -3.815, -4.433], [-2.397, 6.504, 1.564], [-1.142, 6.202, 1.055], [0.151, 5.711, 1.767], [0.664, 6.900, 2.457], [-0.128, 4.695, 3.003], [0.222, 4.800, 4.345], [1.296, 5.216, 0.794], [2.013, 4.062, 1.015], [-2.871, 5.616, 1.798], [-3.324, 6.940, 0.818], [-2.447, 7.225, 2.319], [-0.572, 5.466, 4.918], [1.317, 5.195, 4.618], [0.278, 3.727, 4.711], [2.592, 3.974, 0.113], [1.467, 3.122, 1.213], [2.631, 4.215, 1.888], [0.953, 2.166, -2.033], [0.896, 1.493, -3.346], [0.155, 2.178, -4.602], [0.291, 3.686, -4.291], [0.979, 1.798, -5.901], [0.335, 1.351, -7.042], [-1.395, 1.739, -4.561], [-2.168, 1.837, -3.417], [0.262, 2.575, -1.551], [1.640, 2.862, -2.183], [1.303, 1.632, -1.246], [1.079, 1.409, -7.947], [-0.826, 1.708, -7.125], [0.105, 0.414, -6.893], [-2.003, 2.634, -2.679], [-1.617, 1.188, -2.720], [-3.104, 1.604, -3.434], [4.530, 1.366, 1.709], [4.594, 0.094, 1.084], [3.318, -0.879, 1.121], [2.056, -0.186, 0.893], [3.387, -1.947, 0.006], [3.762, -1.737, -1.407], [3.270, -1.559, 2.562], [2.038, -2.184, 3.075], [3.762, 2.015, 1.382], [5.593, 1.712, 1.640], [4.202, 1.239, 2.972], [3.541, -0.535, -1.662], [3.229, -2.442, -2.033], [4.972, -1.864, -1.504], [1.222, -1.715, 2.866], [2.124, -2.442, 4.121], [2.136, -3.040, 2.500], [-3.397, 2.758, 3.531], [-3.440, 3.111, 2.098], [-2.569, 2.398, 0.897], [-1.506, 3.376, 0.675], [-2.157, 0.964, 1.462], [-0.751, 0.509, 1.299], [-3.524, 2.250, -0.395], [-4.003, 3.345, -1.166], [-2.364, 2.911, 3.689], [-3.858, 1.719, 3.628], [-3.859, 3.216, 4.321], [-0.207, 1.106, 2.010], [-0.314, 0.798, 0.309], [-0.737, -0.495, 1.384], [-4.134, 4.017, -0.282], [-5.044, 2.876, -1.560], [-3.293, 3.882, -1.630], [1.545, 1.307, 4.422], [0.559, 0.624, 5.197], [0.663, 0.529, 6.655], [-0.392, 0.088, 4.525], [1.605, 2.417, 4.812], [1.301, 1.659, 3.370], [2.600, 0.713, 4.318], [0.164, -0.332, 7.043], [0.240, 1.335, 6.988], [1.760, 0.326, 7.076]],
  "forces_ev_per_a": [[-2.571, -0.127, 1.678], [-0.019, -1.604, -0.241], [5.433, 0.755, -1.646], [-0.564, 0.298, -0.459], [-1.707, 2.109, 1.104], [1.353, -0.185, 3.160], [-2.135, -0.613, 1.746], [-3.983, 1.779, 0.487], [0.624, 0.584, 1.000], [-0.747, -0.230, -1.561], [1.917, -0.513, -0.686], [-0.665, -2.490, -0.835], [-1.093, 0.360, 0.144], [0.502, 1.256, -3.173], [3.122, -1.228, 0.992], [-0.619, 0.059, 0.190], [1.181, -0.082, -1.992], [3.412, -1.810, -1.001], [-1.444, -0.697, 2.031], [1.659, 8.141, -0.724], [-1.022, -2.115, 1.334], [-0.927, -0.773, -2.308], [2.368, -2.341, -0.804], [-0.554, -3.133, 0.652], [0.835, 1.264, 2.239], [-0.301, -0.032, -0.149], [-0.697, 0.471, -1.276], [-0.144, 0.394, 1.737], [-0.701, -0.417, 0.131], [-0.661, -0.004, -0.450], [-1.249, 2.261, 1.024], [-0.070, -0.917, -0.869], [1.566, 0.910, -2.286], [-1.985, -1.364, 0.721], [-3.197, 0.956, -2.569], [0.024, -0.976, -2.250], [1.067, 3.372, 3.938], [0.777, 0.808, 0.268], [-0.558, -1.342, -2.602], [1.142, 0.840, 2.490], [-3.066, 0.150, -0.494], [0.771, -1.461, 0.297], [-0.793, -1.921, 1.222], [3.354, -0.901, 0.843], [0.701, 0.908, 1.455], [1.723, -1.510, -1.023], [-2.362, -0.317, -1.143], [-0.727, 1.384, -0.112], [0.590, -0.498, -0.139], [-0.404, 0.524, -0.405], [0.632, 0.014, 0.222], [3.721, -3.461, -5.279], [-0.970, -1.306, 0.721], [0.547, 5.923, 3.754], [-0.738, -3.267, -1.388], [-0.594, 0.179, 1.921], [-1.323, 3.310, -3.091], [0.993, 0.542, -2.922], [7.336, 0.455, 4.114], [-7.585, 3.624, 2.280], [2.975, 3.414, -0.574], [1.703, -3.389, 1.536], [-1.895, 0.499, 1.626], [3.004, 0.378, -0.440], [-0.582, -5.487, 0.532], [-0.125, 1.423, -1.503], [-0.866, -1.301, 0.052], [-5.596, -1.538, -1.172], [0.988, -0.969, 4.697], [-0.719, -1.626, -0.283], [-1.719, 1.475, 1.001], [-1.182, 1.565, 0.027], [1.901, -1.778, -1.402], [2.747, 3.633, 0.786], [1.055, 0.861, 0.030], [5.637, -2.333, 0.463], [-0.511, 0.527, -1.070], [-1.324, 0.256, 0.184], [1.308, 0.222, -3.603], [0.339, -3.455, 0.370], [-0.067, 0.120, 0.191], [-3.133, 0.139, 0.204], [-4.803, 3.457, -1.267], [0.419, 0.369, 0.183], [-0.954, -2.359, -0.572], [0.951, -3.826, -3.109], [-1.775, -0.476, -0.208], [-0.635, 1.302, 1.601], [1.282, -0.204, -0.933], [-0.389, 0.526, -1.259], [-0.246, 4.539, -1.617], [1.807, -2.747, 1.399], [-4.939, -1.371, 4.681], [1.312, -0.932, 0.974], [1.480, 0.881, -0.149], [-2.108, 2.858, 0.711], [0.373, -0.575, 0.475], [-0.765, -0.293, 0.614], [0.017, -3.127, 0.762], [-1.453, 0.567, -1.161], [2.767, 1.980, 0.165], [2.365, 0.978, -3.003], [3.829, 3.571, -2.068], [-3.975, -3.470, -3.648], [4.665, -5.244, -0.389], [2.417, 1.437, 2.847], [1.012, -2.209, 0.159], [-0.330, -1.524, 0.990], [-2.408, 1.679, 0.769], [-0.872, -0.474, -0.075], [-2.072, 4.871, 2.616], [-2.086, 1.182, -1.164]],
  "lowdin_charge": [-0.057, -0.193, 0.397, -0.266, -0.220, -0.129, -0.216, -0.026, 0.075, 0.068, 0.061, 0.054, 0.113, 0.045, 0.163, 0.091, 0.038, -0.027, -0.230, 0.464, -0.288, -0.224, -0.134, -0.207, -0.068, 0.082, 0.067, 0.091, 0.071, 0.063, 0.102, 0.056, 0.141, 0.127, -0.111, -0.185, 0.396, -0.261, -0.269, -0.153, -0.162, -0.142, 0.025, 0.160, 0.063, 0.127, 0.127, 0.052, 0.092, 0.083, 0.090, -0.044, -0.211, 0.494, -0.298, -0.181, -0.137, -0.220, -0.109, 0.005, 0.053, 0.048, 0.138, 0.149, -0.018, 0.082, 0.094, 0.033, -0.092, -0.222, 0.331, -0.236, -0.238, -0.057, -0.209, -0.007, 0.030, 0.104, 0.149, 0.153, 0.048, 0.135, 0.008, 0.106, 0.069, -0.043, -0.253, 0.440, -0.225, -0.200, -0.041, -0.255, -0.086, 0.060, 0.116, 0.046, 0.053, 0.081, 0.038, 0.084, 0.165, 0.036, -0.060, -0.496, -0.011, 0.021, 0.101, 0.079, 0.130, 0.081, 0.023, 0.150],
  "orbital_gap_ev": 9.3,
  "lumo_energy_ev": 0.35,
  "homo_energy_ha": -0.329,
  "smiles": "COP(=O)(OC)OC.COP(=O)(OC)OC.COP(=O)(OC)OC.COP(=O)(OC)OC.COP(=O)(OC)OC.COP(=O)(OC)OC.CC(C)=O",
  "total_energy_ha": -4765.19138,
  "de_lowest_kcal_mol": 18.9
}